No. 1
Computed, not measured: C9H11NSi in the gas phase in a non-equilibrium geometry, with wB97M-V/def2-TZVPD.

XYZ file:
```
22
Properties=species:S:1:pos:R:3:forces:R:3:lowdin_charge:R:1
C 2.915 -0.779 0.451 -0.422 0.546 -2.538 -0.083
C 1.958 -1.694 -0.112 -0.159 -2.322 0.672 -0.078
C 2.553 0.585 0.401 0.683 1.350 1.990 -0.049
C 0.613 -1.361 -0.473 2.843 -0.520 1.225 -0.065
C 1.227 0.953 0.150 0.768 -1.140 -0.784 -0.197
C 0.334 -0.049 -0.239 -2.923 0.511 -1.274 -0.226
C 0.600 2.230 -0.110 -2.055 -2.008 -0.716 -0.017
C -0.645 2.024 -0.609 0.163 0.423 1.374 -0.130
C -0.991 0.585 -0.737 0.600 -0.038 -0.902 -0.339
N -2.480 -1.734 0.514 -1.045 2.595 -0.353 -0.134
Si -2.643 0.077 0.170 0.297 -1.381 1.215 0.648
H 4.023 -0.952 0.477 -1.387 -0.511 0.502 0.110
H 2.135 -2.832 -0.168 0.416 1.977 0.035 0.116
H 3.268 1.427 0.769 -1.053 -1.730 -0.946 0.139
H -0.094 -2.107 -0.869 0.501 0.562 0.201 0.120
H 1.086 3.122 -0.051 1.099 2.471 0.502 0.078
H -1.440 2.735 -0.699 0.104 0.754 -0.483 0.095
H -4.011 0.208 -0.377 0.298 0.114 -0.694 -0.070
H -1.513 -1.870 0.710 0.648 -0.573 0.580 -0.046
H -3.076 -2.043 1.288 0.497 0.035 -0.386 0.014
H -2.839 1.013 1.394 0.595 -0.692 -0.649 -0.042
H -0.981 0.461 -1.880 -0.469 -0.421 1.428 0.156
```
Forces are in eV/Å.

Output
- highest occupied orbital energy (eV) = -8.34
- HOMO-LUMO gap (eV) = 9.144
- SMILES string = N[SiH2][C@H]1C=Cc2ccccc21
- LUMO level (eV) = 0.80
- relative energy (zero: lowest compared OMol25 entry of this formula, charge and spin) (kJ/mol) = 75.8
- DFT total energy (Ha) = -693.7536

No. 2
Computed, not measured: a molecular structure, C3H6ClFN3 in a non-equilibrium geometry, with wB97M-V/def2-TZVPD.

XYZ file:
```
14
Properties=species:S:1:pos:R:3:forces:R:3:lowdin_charge:R:1
C -0.562 -0.434 -0.468 -2.247 0.329 0.549 -0.319
H -0.786 0.926 1.135 0.166 -0.284 -0.365 0.145
C 0.038 0.644 0.446 -0.279 -0.243 0.149 -0.398
H -0.566 -0.212 -1.541 0.632 -0.830 0.633 0.072
N -0.707 -1.669 0.141 0.458 0.879 -0.360 0.077
H -1.108 -2.396 -0.437 0.503 0.141 0.053 0.095
H 0.052 -1.951 0.780 -0.693 0.211 -0.791 0.091
N 0.548 1.769 -0.308 -0.425 0.197 -0.640 0.046
H 0.721 2.570 0.290 -0.160 -0.097 -0.068 0.073
H -0.161 2.011 -1.013 0.491 -0.001 0.477 0.089
C 1.080 0.095 1.328 0.933 -0.205 0.451 -0.220
N 1.866 -0.280 2.085 -0.660 0.228 -0.444 0.146
Cl 1.809 -1.249 -1.909 0.097 -0.078 -0.021 -0.551
F -2.225 0.174 -0.527 1.183 -0.246 0.377 -0.346
```
Forces are in eV/Å.

Output
- highest occupied orbital energy (eV) = -4.22
- total charge = -1
- HOMO-LUMO gap (eV) = 7.981
- LUMO level (eV) = 3.76
- DFT total energy (Ha) = -842.2816

No. 3
Computed, not measured: C6H10FN in the gas phase in a non-equilibrium geometry, with wB97M-V/def2-TZVPD.

XYZ file:
```
18
Properties=species:S:1:pos:R:3:forces:R:3:lowdin_charge:R:1
C -0.765 0.130 -2.868 1.146 0.487 0.192 -0.027
C -0.681 -0.366 -1.462 0.549 0.407 0.030 -0.340
C 0.210 -0.035 -0.523 0.320 0.413 -0.585 -0.031
C 0.312 -0.516 0.862 0.068 0.122 0.129 -0.309
C -0.279 -1.616 1.333 -0.780 -0.559 -0.955 0.061
C 1.146 0.374 1.777 -0.344 0.312 -0.828 -0.261
H -1.731 0.585 -3.034 -0.248 0.203 -0.130 0.078
H -0.652 -0.701 -3.561 -0.041 -0.092 -0.076 0.082
H 0.057 0.868 -3.074 -0.874 -0.655 0.227 0.100
H 0.965 0.714 -0.846 -0.588 -0.589 0.231 0.124
H -0.189 -1.880 2.376 0.074 -0.092 0.090 0.056
H -0.908 -2.276 0.677 0.793 0.760 0.886 0.079
H 1.244 -0.119 2.719 0.184 -0.286 0.703 0.093
H 2.145 0.512 1.351 0.015 -0.131 0.041 0.113
H -0.366 1.625 2.349 0.461 0.161 -0.273 0.076
H 0.559 2.229 1.117 -0.117 -0.184 0.415 0.060
N 0.595 1.716 2.002 -0.395 -0.095 -0.143 -0.004
F -1.662 -1.246 -1.194 -0.222 -0.183 0.045 0.051
```
Forces are in eV/Å.

Output
- highest occupied orbital energy (eV) = -8.66
- HOMO-LUMO gap (eV) = 9.549
- SMILES string = C=C(/C=C(/C)F)CN
- LUMO level (eV) = 0.89
- relative energy (zero: lowest compared OMol25 entry of this formula, charge and spin) (kJ/mol) = 39.4
- DFT total energy (Ha) = -389.1996

No. 4
Computed, not measured: 2 unconnected molecules or ions with the total composition C2H4BrN in a non-equilibrium geometry, with wB97M-V/def2-TZVPD.

XYZ file:
```
8
Properties=species:S:1:pos:R:3:forces:R:3:lowdin_charge:R:1
C 0.784 -1.081 0.022 3.662 0.219 -0.680 -0.041
C -0.372 0.899 -0.223 -2.187 0.422 6.539 -0.564
N 0.710 0.152 -0.213 2.476 -1.312 0.542 -0.133
Br -2.242 -0.058 -0.091 1.157 0.796 -0.438 0.425
H 1.804 -1.626 0.104 -1.730 1.204 -0.126 0.114
H -0.065 -1.642 -0.015 -2.406 -1.822 0.358 -0.009
H -0.323 1.641 1.221 -0.242 -1.912 -3.811 0.211
H -0.296 1.716 -0.807 -0.730 2.406 -2.384 -0.002
```
Forces are in eV/Å.

Output
- highest occupied orbital energy (eV) = -9.67
- HOMO-LUMO gap (eV) = 9.445
- LUMO level (eV) = -0.22
- relative energy (zero: lowest compared OMol25 entry of this formula, charge and spin) (kJ/mol) = 291.0
- DFT total energy (Ha) = -2707.2482

No. 5
Computed, not measured: 3 unconnected molecules or ions with the total composition C2H10N2O2 in a non-equilibrium geometry, with wB97M-V/def2-TZVPD.

XYZ file:
```
16
Properties=species:S:1:pos:R:3:forces:R:3:lowdin_charge:R:1
C -0.945 -0.963 -1.249 0.078 1.305 -0.415 -0.220
C 0.340 -1.103 -0.959 -0.132 -0.807 0.132 -0.236
N 0.883 -2.295 -0.452 0.564 -0.144 0.417 0.008
N -1.571 0.270 -1.542 -0.269 0.785 -0.162 0.002
H -1.655 -1.750 -1.205 -0.266 -0.877 0.187 0.097
H 1.040 -0.281 -1.002 0.016 0.147 -0.108 0.104
H 0.302 -3.114 -0.381 -0.245 0.204 -0.163 0.073
H 1.811 -2.543 -0.754 -0.019 0.137 -0.146 0.067
H -2.433 0.207 -2.059 -0.064 -0.369 0.065 0.069
H -1.024 0.986 -2.005 0.360 -0.271 0.209 0.081
H 1.734 1.051 2.898 -0.091 -0.072 0.058 0.025
H 0.907 1.840 3.924 -0.034 -0.052 -0.114 0.035
O 1.680 1.894 3.353 0.183 0.093 0.086 -0.057
H 0.289 1.484 0.572 -0.133 -0.106 -0.009 0.002
H -1.111 2.034 0.255 0.210 -0.240 -0.010 0.017
O -0.246 2.281 0.607 -0.157 0.268 -0.027 -0.068
```
Forces are in eV/Å.

Output
- highest occupied orbital energy (eV) = -7.52
- HOMO-LUMO gap (eV) = 8.378
- SMILES string = N/C=C/N.O.O
- LUMO level (eV) = 0.85
- relative energy (zero: lowest compared OMol25 entry of this formula, charge and spin) (kJ/mol) = 96.3
- DFT total energy (Ha) = -342.1572

No. 6
Computed, not measured: 2 unconnected molecules or ions with the total composition C10H23BBrClFO7P2S2 in a non-equilibrium geometry, with wB97M-V/def2-TZVPD.

XYZ file:
```
48
Properties=species:S:1:pos:R:3:forces:R:3:lowdin_charge:R:1
C -2.946 -0.186 -3.311 -0.031 0.040 0.022 -0.130
C -1.626 0.593 -3.283 -0.093 -0.124 -0.092 -0.188
B -0.562 0.136 -2.204 -0.132 0.102 0.097 -0.620
O 0.591 -0.456 -2.641 0.100 -0.242 -0.017 0.075
P -0.871 0.482 -0.261 0.682 -0.149 -1.203 0.325
Br -1.644 0.871 2.091 -0.348 -0.020 0.666 0.195
P -0.560 -1.770 -0.051 0.331 0.186 0.228 0.453
O -1.739 -2.169 -1.131 -0.346 -0.023 -0.073 -0.443
Cl -1.405 -2.492 1.712 -0.065 -0.008 -0.037 0.090
O -0.893 2.184 -0.478 -0.301 0.055 0.136 -0.356
C 0.338 2.813 -0.406 -0.167 0.409 -0.370 -0.628
S 1.043 3.201 -2.055 -0.142 0.136 -0.040 0.817
C 1.244 1.924 0.471 0.086 0.016 -0.212 -0.556
F 2.557 1.978 -0.027 -0.277 -0.115 0.176 -0.015
C 1.360 2.295 1.963 0.212 -0.154 0.021 -0.076
C 0.483 3.392 2.536 -0.157 0.305 0.132 -0.200
O 1.136 3.971 3.698 0.355 -0.324 -0.117 -0.033
C 0.803 3.373 4.875 -0.112 -0.021 -0.012 -0.536
C -0.622 3.603 5.295 -0.103 -0.169 0.175 0.010
O 1.603 2.785 5.549 0.036 0.279 -0.113 0.119
O 0.780 0.656 0.245 0.130 -0.336 0.484 -0.284
H -2.788 -1.227 -3.590 0.000 -0.083 0.039 0.069
H -3.434 -0.167 -2.338 -0.045 -0.006 0.053 0.051
H -3.644 0.249 -4.026 -0.035 0.022 -0.077 0.065
H -1.843 1.650 -3.121 0.031 0.096 0.067 0.096
H -1.170 0.518 -4.278 0.042 0.093 -0.096 0.093
H 0.546 -0.651 -3.588 0.096 0.141 0.103 0.100
H -2.278 0.433 -0.475 -0.088 -0.032 0.153 -0.015
H -2.598 -1.776 -0.904 0.094 0.004 -0.065 0.036
H 0.204 3.817 -0.011 -0.035 -0.017 0.156 0.084
H 1.354 1.950 -2.381 0.196 -0.244 -0.070 -0.141
H 2.389 2.600 2.130 0.140 0.061 -0.039 0.129
H 1.192 1.378 2.525 -0.005 -0.051 0.018 0.107
H 0.325 4.219 1.852 0.126 0.141 -0.030 0.116
H -0.492 3.003 2.817 0.004 0.014 -0.080 0.010
H -1.228 4.037 4.508 -0.053 -0.020 -0.031 0.078
H -1.048 2.662 5.632 -0.104 -0.020 0.003 0.092
H -0.602 4.286 6.144 0.010 0.035 0.067 0.088
C 2.749 -5.652 -0.677 0.033 0.046 0.042 -0.275
S 1.006 -6.068 -0.799 -0.039 -0.044 0.033 0.796
O 0.930 -7.362 -1.535 0.029 -0.031 -0.030 -0.574
C 0.595 -4.776 -1.964 -0.040 0.094 -0.104 -0.287
H 3.213 -6.381 -0.017 -0.001 -0.006 0.001 0.044
H 3.197 -5.704 -1.669 -0.008 -0.009 -0.008 0.053
H 2.847 -4.651 -0.255 0.012 -0.001 0.004 0.056
H 1.186 -4.911 -2.870 0.014 -0.039 0.015 0.057
H 0.786 -3.805 -1.506 -0.019 0.021 0.002 0.002
H -0.466 -4.858 -2.192 -0.011 -0.010 0.026 0.051
```
Forces are in eV/Å.

Output
- highest occupied orbital energy (eV) = -5.07
- total charge = -1
- HOMO-LUMO gap (eV) = 7.497
- LUMO level (eV) = 2.43
- relative energy (zero: lowest compared OMol25 entry of this formula, charge and spin) (kJ/mol) = 0.0
- DFT total energy (Ha) = -5559.6919

No. 7
Computed, not measured: C5H5NSi in the gas phase in a non-equilibrium geometry, with wB97M-V/def2-TZVPD.

XYZ file:
```
12
Properties=species:S:1:pos:R:3:forces:R:3:lowdin_charge:R:1
C 3.238 -0.287 0.376 -1.083 1.234 -1.807 -0.450
C -0.288 -0.534 0.334 1.857 0.141 -3.934 -0.156
C -0.042 0.844 0.297 -1.343 1.722 2.927 -0.263
C 0.118 -1.214 -0.736 -0.321 -2.729 1.395 0.014
C 0.979 1.546 -0.097 3.155 0.039 -2.330 -0.308
N 4.038 -0.896 0.922 0.740 -0.727 0.891 0.026
Si 2.502 0.834 -1.082 -0.471 -0.248 1.388 0.821
H -0.840 -0.984 1.051 -1.456 -1.218 2.401 0.078
H -0.636 1.443 0.943 -1.420 0.378 0.331 0.094
H 0.549 -0.793 -1.605 0.345 0.554 -0.854 0.014
H 0.929 2.626 -0.019 -0.053 0.109 0.083 0.045
H 0.037 -2.318 -0.686 0.048 0.745 -0.490 0.084
```
Forces are in eV/Å.

Output
- highest occupied orbital energy (eV) = -9.03
- HOMO-LUMO gap (eV) = 7.776
- LUMO level (eV) = -1.25
- relative energy (zero: lowest compared OMol25 entry of this formula, charge and spin) (kJ/mol) = 127.0
- DFT total energy (Ha) = -537.6431

No. 8
Computed, not measured: a gas-phase ion, C4H4NO (charge -1) in a non-equilibrium geometry, with wB97M-V/def2-TZVPD.

XYZ file:
```
10
Properties=species:S:1:pos:R:3:forces:R:3:lowdin_charge:R:1
C 2.063 -0.996 -0.131 -4.975 0.673 -0.869 0.018
C 0.667 -0.498 -0.189 1.996 -1.324 -0.409 -0.352
C 1.656 0.494 0.010 0.335 1.544 1.619 -0.359
C -1.860 0.258 -0.125 4.814 0.174 -0.250 -0.011
N -0.753 -0.666 -0.075 -1.774 0.178 -0.434 -0.294
O -1.105 -1.891 0.041 0.047 0.328 0.312 -0.161
H 1.807 0.768 1.071 0.110 0.764 -0.079 0.049
H 1.874 1.344 -0.644 0.259 -0.214 -0.370 0.046
H -1.664 1.377 -0.347 -0.277 -2.259 0.697 0.052
H -2.684 -0.191 0.388 -0.535 0.136 -0.218 0.012
```
Forces are in eV/Å.

Output
- highest occupied orbital energy (eV) = -3.18
- total charge = -1
- HOMO-LUMO gap (eV) = 7.423
- LUMO level (eV) = 4.24
- relative energy (zero: lowest compared OMol25 entry of this formula, charge and spin) (kJ/mol) = 295.1
- DFT total energy (Ha) = -284.5680

Copy entry 2 word for word.
Computed, not measured: a molecular structure, C3H6ClFN3 in a non-equilibrium geometry, with wB97M-V/def2-TZVPD.

XYZ file:
```
14
Properties=species:S:1:pos:R:3:forces:R:3:lowdin_charge:R:1
C -0.562 -0.434 -0.468 -2.247 0.329 0.549 -0.319
H -0.786 0.926 1.135 0.166 -0.284 -0.365 0.145
C 0.038 0.644 0.446 -0.279 -0.243 0.149 -0.398
H -0.566 -0.212 -1.541 0.632 -0.830 0.633 0.072
N -0.707 -1.669 0.141 0.458 0.879 -0.360 0.077
H -1.108 -2.396 -0.437 0.503 0.141 0.053 0.095
H 0.052 -1.951 0.780 -0.693 0.211 -0.791 0.091
N 0.548 1.769 -0.308 -0.425 0.197 -0.640 0.046
H 0.721 2.570 0.290 -0.160 -0.097 -0.068 0.073
H -0.161 2.011 -1.013 0.491 -0.001 0.477 0.089
C 1.080 0.095 1.328 0.933 -0.205 0.451 -0.220
N 1.866 -0.280 2.085 -0.660 0.228 -0.444 0.146
Cl 1.809 -1.249 -1.909 0.097 -0.078 -0.021 -0.551
F -2.225 0.174 -0.527 1.183 -0.246 0.377 -0.346
```
Forces are in eV/Å.

Output
- highest occupied orbital energy (eV) = -4.22
- total charge = -1
- HOMO-LUMO gap (eV) = 7.981
- LUMO level (eV) = 3.76
- DFT total energy (Ha) = -842.2816

Q: highest occupied orbital energy of number 2 (C3H6ClFN3)?
A: -4.22 eV

Q: The highest LUMO level belongs to which entry?
A: C4H4NO